9
Properties=species:S:1:pos:R:3:mulliken_charge:R:1 method="wB97M-V/def2-TZVPD" energy_ha=-1183.84804 largest_force_ev_per_a=2.6 spin_multiplicity=1 homo_lumo_gap_ev="7.18 / 8.19" relative_energy_kj_mol=239.0
H 0.91 1.59 1.36 0.0740
H -1.80 -1.85 0.51 0.3862
H 2.32 1.96 -0.35 0.0924
H -1.43 -1.04 -1.03 0.4397
P 1.07 1.39 -0.06 -0.1488
H 2.01 -0.93 -0.89 0.0375
Cl -2.57 0.58 0.22 -0.1011
C -1.89 -0.95 -0.12 -0.7426
P 1.38 -0.76 0.36 -0.0372